# 1
Entry from OMol25: a cluster of 4 separate species, C5H4ClFN3O2 in total (the ωB97M-V functional and the def2-TZVPD basis).

The geometry in ORCA input format:
```
! wB97M-V def2-TZVPD RIJCOSX def2/J DEFGRID3
* xyz -1 1
C 1.06226 0.66028 0.32838
H -0.79062 0.60835 1.32004
Cl 2.87860 2.41467 -0.53535
C -0.21138 1.28121 -0.17462
C 1.58234 0.91316 1.72141
H 1.18224 1.87783 2.06428
H 1.10310 0.28596 2.48364
H 2.60856 0.55095 1.83538
N 1.79026 -0.46454 -0.41476
O 1.89544 -0.36354 -1.60971
O 2.31636 -1.34404 0.23329
C -0.24617 1.33078 -1.64042
N -0.48376 1.42218 -2.77227
C -1.36481 2.10165 0.15488
N -2.28302 2.64925 0.60197
F -0.35245 -0.78251 1.15403
*
```

The molar mass is 192.6 g mol⁻¹. The highest occupied orbital energy (alpha / beta) comes out at -5.4 / -5.4 eV. As for the LUMO energy (alpha / beta): 0.057 / 0.057 hartree. The total energy comes out at -29048.0360 eV.



# 2
Entry from OMol25: the ion C14H19O3S with charge -1 (the ωB97M-V functional and the def2-TZVPD basis).

The geometry in ORCA input format:
```
! wB97M-V def2-TZVPD RIJCOSX def2/J DEFGRID3
* xyz -1 1
C 2.41001 -0.37534 0.94394
S 1.46728 0.67190 2.04811
C -0.17334 0.54289 1.37403
C -1.34309 0.45926 2.52388
C -2.22627 -0.75948 1.98095
O -0.73950 0.07542 3.59526
H 3.21114 -0.81496 1.54594
H 1.80782 -1.17843 0.51871
H 2.85182 0.23753 0.15580
H -0.34193 1.32834 0.63025
H -0.14581 -0.43506 0.87756
H -1.53819 -1.60168 1.85420
H -2.93942 -1.05828 2.75440
H -2.69610 -0.53399 1.01511
C -6.11992 0.17019 4.85012
C -5.67420 0.87087 3.60154
O -4.22351 0.93464 3.69282
C -3.67533 1.50113 2.59640
C -2.16737 1.73072 2.72923
C -1.71484 2.98264 1.99826
C -2.46014 3.63357 1.00516
C -2.14927 4.94342 0.62843
C -1.00615 5.57330 1.13523
C -0.15345 4.86293 1.99009
C -0.51234 3.58735 2.42321
O -4.37922 1.76529 1.63312
H -7.20910 0.11831 4.86343
H -5.74283 -0.85513 4.89012
H -5.77353 0.70459 5.73757
H -5.96595 0.32228 2.69745
H -6.05877 1.89969 3.54696
H -2.06122 1.99462 3.79636
H -3.31700 3.11880 0.57379
H -2.81788 5.46995 -0.05659
H -0.77172 6.60142 0.86500
H 0.78289 5.29348 2.34610
H 0.12180 3.03574 3.12505
*
```

The molar mass is 267.4 g mol⁻¹. The highest occupied orbital energy comes out at -3.1 eV. As for the LUMO energy: 0.116 hartree. Its SMILES is CCOC(=O)[C@H](c1ccccc1)[C@](C)([O-])CSC. The total energy comes out at -31803.6706 eV.



# 3
Entry from OMol25: a cluster of 2 separate species, C2H4O3 in total (the ωB97M-V functional and the def2-TZVPD basis).

The geometry in ORCA input format:
```
! wB97M-V def2-TZVPD RIJCOSX def2/J DEFGRID3
* xyz 0 1
O 1.70587 -0.39247 2.21379
C 0.65057 -0.41062 2.78407
H 0.57054 -0.23742 3.87122
H -0.28686 -0.57686 2.22582
O -1.97318 0.26260 -1.60811
C -0.91360 0.49577 -2.09592
O 0.07940 -0.43182 -2.11222
H -0.58081 1.45682 -2.51896
H 0.74808 -0.16601 -2.75969
*
```

The molar mass is 76.1 g mol⁻¹. The highest occupied orbital energy comes out at -10.2 eV. As for the LUMO energy: 0.022 hartree. Its SMILES is O=CO.C=O. The total energy comes out at -8280.2027 eV.